{
  "formula": "C6H10O",
  "method": "ωB97M-V/def2-TZVPD",
  "symbols": ["C", "C", "C", "O", "C", "C", "C", "H", "H", "H", "H", "H", "H", "H", "H", "H", "H"],
  "positions_angstrom": [[0.265, 0.488, 2.072], [0.012, -0.713, 1.559], [0.822, -1.393, 0.463], [0.920, -0.699, -0.791], [-0.114, 0.158, -1.042], [-1.276, 0.000, -0.416], [0.147, 1.207, -2.058], [0.958, 1.185, 1.600], [-0.294, 0.859, 2.926], [-0.793, -1.316, 1.979], [0.437, -2.404, 0.272], [1.846, -1.492, 0.836], [-1.526, -1.018, -0.232], [-1.977, 0.787, -0.171], [0.678, 0.752, -2.901], [0.723, 2.050, -1.676], [-0.827, 1.547, -2.420]],
  "smiles": "C=CCOC(=C)C",
  "relative_energy_kj_mol": 230.9,
  "charge": 0
}

=====

{
  "formula": "C20H9Cl4F6N3O6S2Ti",
  "method": "ωB97M-V/def2-TZVPD",
  "symbols": ["Ti", "F", "C", "F", "F", "S", "O", "O", "N", "S", "O", "O", "C", "F", "F", "F", "Cl", "C", "C", "Cl", "C", "Cl", "C", "O", "C", "O", "C", "Cl", "C", "C", "C", "C", "C", "C", "N", "N", "C", "C", "C", "C", "C", "C", "H", "H", "H", "H", "H", "H", "H", "H", "H"],
  "positions_angstrom": [[-0.117, 0.106, 0.785], [-2.188, -2.409, 1.503], [-2.675, -2.656, 0.287], [-3.854, -2.033, 0.201], [-2.929, -3.978, 0.208], [-1.514, -2.179, -1.091], [-1.230, -0.758, -0.712], [-2.433, -2.264, -2.201], [-0.320, -3.112, -1.112], [1.485, -2.500, 0.344], [2.871, -2.210, 0.710], [0.533, -1.693, 1.275], [1.235, -4.168, 1.204], [-0.024, -4.454, 1.532], [1.679, -5.123, 0.357], [1.975, -4.252, 2.322], [5.574, 3.699, -0.427], [4.323, 2.505, -0.591], [4.466, 1.452, -1.485], [5.908, 1.331, -2.447], [3.468, 0.484, -1.622], [3.617, -0.830, -2.733], [2.309, 0.561, -0.846], [1.301, -0.246, -0.865], [2.176, 1.646, 0.053], [1.027, 1.630, 0.712], [3.160, 2.604, 0.187], [2.927, 3.898, 1.309], [2.458, -0.898, 5.721], [2.829, -0.706, 4.396], [1.907, -0.272, 3.460], [0.581, -0.030, 3.830], [0.210, -0.220, 5.165], [1.143, -0.649, 6.094], [-0.343, 0.400, 2.858], [-1.398, 1.015, 3.370], [-2.228, 1.468, 2.374], [-3.414, 2.138, 2.729], [-4.255, 2.592, 1.737], [-3.943, 2.364, 0.393], [-2.788, 1.672, 0.056], [-1.899, 1.230, 1.035], [3.181, -1.241, 6.452], [3.845, -0.899, 4.076], [2.232, -0.131, 2.439], [-0.814, -0.028, 5.449], [0.834, -0.798, 7.122], [-3.642, 2.283, 3.778], [-5.169, 3.114, 2.000], [-4.618, 2.706, -0.385], [-2.584, 1.455, -0.987]],
  "relative_energy_kj_mol": 280.9,
  "charge": -2
}

=====

{
  "formula": "C20H54N2O8",
  "method": "ωB97M-V/def2-TZVPD",
  "symbols": ["C", "O", "C", "C", "N", "C", "C", "O", "C", "H", "H", "H", "H", "H", "H", "H", "H", "H", "H", "H", "H", "H", "H", "H", "C", "O", "C", "C", "N", "C", "C", "O", "C", "H", "H", "H", "H", "H", "H", "H", "H", "H", "H", "H", "H", "H", "H", "H", "C", "C", "O", "H", "H", "H", "H", "H", "H", "C", "C", "O", "H", "H", "H", "H", "H", "H", "C", "C", "O", "H", "H", "H", "H", "H", "H", "C", "C", "O", "H", "H", "H", "H", "H", "H"],
  "positions_angstrom": [[3.683, -2.807, 2.331], [4.098, -1.787, 1.450], [3.123, -0.804, 1.275], [1.789, -1.293, 0.718], [1.036, -0.132, 0.216], [-0.324, -0.543, -0.137], [-1.089, 0.600, -0.733], [-0.542, 1.016, -1.975], [-0.869, 0.157, -3.056], [4.538, -3.439, 2.560], [2.900, -3.425, 1.877], [3.294, -2.406, 3.277], [3.491, -0.036, 0.591], [2.932, -0.258, 2.216], [1.147, -1.869, 1.376], [2.026, -1.953, -0.137], [1.474, 0.176, -0.646], [-0.836, -0.987, 0.718], [-0.268, -1.309, -0.931], [-1.069, 1.474, -0.075], [-2.159, 0.375, -0.857], [-0.238, 0.478, -3.886], [-1.934, 0.239, -3.282], [-0.554, -0.881, -2.904], [-0.687, -2.626, 3.687], [-0.124, -1.415, 3.312], [-0.344, -0.386, 4.284], [0.605, 0.743, 4.007], [0.283, 1.418, 2.776], [1.273, 2.448, 2.425], [1.072, 3.786, 3.094], [1.902, 4.712, 2.419], [2.246, 5.814, 3.205], [-0.691, -3.300, 2.827], [-1.736, -2.542, 4.018], [-0.163, -3.114, 4.522], [-0.254, -0.774, 5.305], [-1.389, -0.066, 4.175], [1.647, 0.376, 4.036], [0.591, 1.448, 4.847], [0.229, 0.793, 1.977], [1.234, 2.557, 1.334], [2.296, 2.056, 2.544], [1.400, 3.717, 4.141], [0.023, 4.095, 3.048], [2.828, 5.538, 4.099], [1.351, 6.329, 3.581], [2.864, 6.470, 2.599], [-2.698, 3.526, 0.909], [-3.017, 2.565, 2.053], [-2.177, 2.791, 3.166], [-2.908, 4.556, 1.187], [-3.161, 3.268, -0.046], [-1.618, 3.473, 0.702], [-2.996, 1.517, 1.729], [-4.044, 2.770, 2.370], [-1.281, 2.498, 2.902], [-0.375, -4.979, -1.470], [-1.260, -4.669, -2.666], [-0.891, -3.468, -3.308], [-0.503, -6.004, -1.111], [-0.591, -4.283, -0.659], [0.687, -4.936, -1.726], [-2.306, -4.574, -2.376], [-1.234, -5.523, -3.358], [-0.168, -3.627, -3.921], [-4.384, -0.425, -5.328], [-5.578, 0.234, -6.033], [-5.872, 1.528, -5.494], [-4.098, -1.310, -5.885], [-4.690, -0.536, -4.285], [-3.576, 0.307, -5.216], [-6.473, -0.347, -5.811], [-5.466, 0.301, -7.118], [-5.110, 2.104, -5.606], [3.350, -1.519, -2.611], [3.737, -0.052, -2.755], [4.784, -0.001, -3.768], [3.592, -2.012, -3.552], [2.289, -1.661, -2.404], [3.928, -1.982, -1.810], [4.144, 0.366, -1.836], [2.898, 0.514, -3.166], [4.964, 0.927, -3.944]],
  "smiles": "COCCNCCOC.COCCNCCOC.CCO.CCO.CCO.CCO",
  "relative_energy_kj_mol": 110.2,
  "charge": 0
}

=====

{
  "formula": "C14H12CoIN5O3S3",
  "method": "ωB97M-V/def2-TZVPD",
  "symbols": ["Co", "N", "C", "N", "C", "C", "S", "C", "C", "S", "C", "N", "N", "H", "H", "H", "H", "H", "H", "I", "C", "H", "H", "O", "S", "O", "N", "C", "O", "C", "C", "C", "C", "C", "C", "H", "H", "H", "H"],
  "positions_angstrom": [[0.111, -0.981, 0.329], [2.225, -1.210, 2.887], [2.533, -1.860, 1.755], [1.750, -1.873, 0.695], [2.264, -2.643, -0.342], [3.452, -3.213, -0.072], [3.971, -2.786, 1.520], [1.358, -2.719, -1.473], [1.435, -3.319, -2.673], [-0.045, -3.113, -3.540], [-0.697, -2.188, -2.237], [0.154, -2.060, -1.236], [-1.947, -1.708, -2.233], [1.542, -0.466, 2.831], [2.902, -1.152, 3.628], [4.049, -3.862, -0.690], [2.252, -3.875, -3.101], [-2.464, -1.661, -3.095], [-2.230, -1.044, -1.527], [-2.153, -1.312, 2.581], [-0.871, -2.322, 1.270], [-1.455, -2.895, 0.556], [-0.218, -2.971, 1.846], [-3.117, 1.092, -1.264], [-1.759, 1.547, -1.331], [-1.122, 1.626, -2.609], [-0.854, 0.614, -0.302], [-0.284, 1.324, 0.671], [0.431, 0.679, 1.485], [-0.619, 2.756, 0.661], [-0.229, 3.759, 1.530], [-0.724, 5.037, 1.305], [-1.583, 5.297, 0.243], [-1.977, 4.290, -0.634], [-1.479, 3.029, -0.396], [0.438, 3.547, 2.355], [-0.440, 5.844, 1.967], [-1.953, 6.303, 0.097], [-2.645, 4.492, -1.460]],
  "relative_energy_kj_mol": 14.6,
  "charge": 1
}

=====

{
  "formula": "C18H54O9",
  "method": "ωB97M-V/def2-TZVPD",
  "symbols": ["C", "C", "C", "O", "H", "H", "H", "H", "H", "H", "H", "H", "C", "C", "C", "O", "H", "H", "H", "H", "H", "H", "H", "H", "C", "C", "C", "O", "H", "H", "H", "H", "H", "H", "H", "H", "C", "C", "C", "O", "H", "H", "H", "H", "H", "H", "H", "H", "C", "C", "O", "H", "H", "H", "H", "H", "H", "C", "C", "O", "H", "H", "H", "H", "H", "H", "C", "C", "O", "H", "H", "H", "H", "H", "H", "O", "H", "H", "O", "H", "H"],
  "positions_angstrom": [[-1.376, 2.641, 4.724], [-0.214, 2.152, 5.596], [0.360, 0.794, 5.005], [0.903, 3.142, 5.527], [-1.124, 2.864, 3.701], [-1.837, 3.455, 5.302], [-2.110, 1.840, 4.735], [-0.482, 2.092, 6.656], [0.786, 0.980, 4.004], [-0.251, -0.095, 5.082], [1.257, 0.574, 5.596], [1.298, 3.055, 6.387], [-4.237, -2.690, -3.120], [-2.938, -1.994, -3.043], [-1.671, -2.815, -2.900], [-2.753, -1.340, -4.361], [-4.581, -3.064, -2.154], [-4.217, -3.533, -3.789], [-4.917, -1.869, -3.357], [-3.048, -1.218, -2.273], [-1.788, -3.704, -3.559], [-1.543, -3.263, -1.894], [-0.740, -2.255, -3.068], [-2.080, -0.677, -4.183], [3.030, -2.559, 2.809], [2.768, -3.728, 3.742], [1.570, -4.559, 3.410], [3.897, -4.634, 3.752], [3.949, -2.041, 3.014], [2.171, -1.851, 2.857], [3.092, -2.941, 1.817], [2.627, -3.341, 4.754], [1.723, -5.427, 4.046], [1.593, -4.853, 2.337], [0.610, -4.037, 3.571], [4.636, -4.165, 4.179], [-0.547, -0.195, -0.675], [0.385, 0.770, 0.088], [1.721, 0.043, 0.513], [0.596, 1.939, -0.721], [-0.912, -0.964, -0.003], [-0.005, -0.690, -1.421], [-1.341, 0.413, -1.088], [-0.058, 1.158, 1.008], [1.475, -0.797, 1.179], [2.351, 0.749, 1.020], [2.141, -0.323, -0.423], [1.115, 1.585, -1.485], [-1.029, 3.413, -4.489], [-1.804, 2.168, -4.052], [-1.018, 0.957, -4.142], [-1.686, 4.271, -4.357], [-0.738, 3.326, -5.527], [-0.137, 3.622, -3.929], [-2.717, 2.009, -4.617], [-2.127, 2.342, -2.982], [-0.254, 1.108, -3.554], [0.048, 5.064, 0.864], [-1.424, 4.722, 0.616], [-1.613, 3.313, 0.651], [0.203, 6.112, 0.873], [0.660, 4.565, 0.084], [0.394, 4.675, 1.852], [-1.769, 5.121, -0.391], [-2.160, 5.070, 1.320], [-1.181, 3.012, -0.165], [2.566, -2.711, -2.012], [1.974, -3.035, -3.395], [1.733, -1.766, -4.104], [3.311, -1.934, -2.032], [2.950, -3.627, -1.627], [1.741, -2.412, -1.355], [1.092, -3.642, -3.340], [2.680, -3.610, -3.996], [0.959, -1.836, -4.680], [1.728, 0.941, -3.146], [2.603, 1.291, -3.340], [1.654, 0.150, -3.646], [-2.947, 0.667, 1.825], [-2.370, 0.656, 2.621], [-2.607, 1.370, 1.280]],
  "smiles": "CC(C)O.CC(C)O.CC(C)O.CC(C)O.CCO.CCO.CCO.O.O",
  "relative_energy_kj_mol": 186.0,
  "charge": 0
}

=====

{
  "formula": "C11H17BaBr3FIN2O",
  "method": "ωB97M-V/def2-TZVPD",
  "symbols": ["C", "C", "Br", "C", "Br", "C", "C", "C", "C", "C", "N", "N", "C", "O", "C", "I", "C", "F", "Br", "H", "H", "H", "H", "H", "H", "H", "H", "H", "H", "H", "H", "H", "H", "H", "H", "H", "Ba"],
  "positions_angstrom": [[3.285, 0.991, 1.862], [2.076, 1.388, 0.828], [2.505, 3.280, 0.193], [1.996, 0.479, -0.533], [3.855, -0.260, -0.938], [0.843, -0.712, -0.488], [-0.095, -0.266, -1.799], [-0.992, 1.079, -1.531], [-2.594, 0.817, -1.308], [-3.094, 1.880, -0.135], [-3.247, 1.204, 1.228], [-0.044, -0.807, 0.762], [-0.751, -2.140, 0.864], [-1.717, -2.567, 1.719], [-0.040, -3.074, -0.327], [0.035, -5.218, 0.240], [1.420, -2.281, -0.523], [1.900, -2.819, -1.818], [2.384, -2.935, 1.152], [3.097, 1.594, 2.875], [3.382, -0.154, 2.089], [4.294, 1.456, 1.426], [1.073, 1.491, 1.422], [1.791, 1.241, -1.428], [-0.826, -1.111, -2.147], [0.609, -0.041, -2.737], [-0.565, 1.622, -0.558], [-0.785, 1.844, -2.422], [-2.757, -0.302, -1.006], [-3.148, 1.106, -2.323], [-2.358, 2.781, 0.027], [-4.130, 2.361, -0.469], [-2.775, 1.856, 1.924], [-4.276, 1.299, 1.483], [-0.568, 0.054, 1.029], [-0.703, -3.142, -1.311], [0.924, -1.995, 2.675]],
  "charge": 2,
  "total_energy_ha": -8758.25324
}